(1)
C19H42NOP3PrS as an isolated structure. Source: OMol25; level of theory: wB97M-V/def2-TZVPD.

Geometry as XYZ:
```
68
Properties=species:S:1:pos:R:3:forces:R:3
Pr -0.995909 -0.878821 0.033491 1.01 1.93 -0.63
P 1.477149 -1.780212 -0.929868 1.82 -1.37 -0.98
P -0.024939 1.405099 -2.044098 0.31 0.14 -0.87
P -0.447734 -2.656606 2.221730 0.02 -1.50 1.34
H -4.129733 1.691926 -2.224801 0.58 0.07 0.44
C -3.907132 1.086279 -1.338066 -0.15 0.03 1.23
C -3.698428 1.591105 -0.080120 -0.04 -0.99 -2.20
H -3.529414 2.635182 0.152222 -0.31 0.07 -0.25
C 0.911120 -2.923723 -2.258128 -0.38 0.14 0.17
C 2.891609 -1.035578 -1.815008 0.14 0.64 0.03
C 2.498729 -2.899820 0.098034 -0.08 -0.07 0.42
C -0.976948 2.945052 -2.272946 -0.79 0.19 0.24
C 1.607354 2.221106 -2.002863 0.78 -0.05 0.38
C -0.017483 0.764613 -3.768684 -0.18 -0.18 0.25
C -1.830681 -2.424944 3.417815 -0.24 0.49 -0.02
C 0.944718 -2.905066 3.390657 0.51 0.35 -0.09
C -0.715298 -4.395796 1.646343 -0.06 0.04 -0.57
H -4.017369 -0.002115 -1.554511 -0.16 0.79 0.53
H -3.753001 0.943688 0.776898 0.14 -0.36 0.39
H 1.790417 -3.450264 -2.650078 -0.28 0.04 0.03
H 0.433159 -2.354584 -3.067537 0.14 -0.19 0.09
H 0.188228 -3.651060 -1.868379 0.14 -0.02 -0.15
H 3.612926 -1.834964 -2.043954 -0.34 0.24 0.04
H 3.386739 -0.307425 -1.161036 0.01 -0.13 -0.23
H 2.597005 -0.546471 -2.747140 0.06 -0.05 0.18
H 3.312111 -3.296654 -0.529735 -0.35 0.03 0.28
H 1.919419 -3.728623 0.520431 0.16 0.17 -0.10
H 2.941261 -2.320839 0.920731 -0.03 -0.21 -0.20
H -1.005160 3.201055 -3.345507 0.01 -0.03 0.46
H -0.491429 3.768925 -1.726691 -0.22 -0.27 -0.18
H -2.002135 2.816086 -1.901029 0.30 0.28 -0.27
H 1.745939 2.806004 -2.931149 -0.11 -0.27 0.40
H 2.429171 1.495717 -1.918584 -0.25 0.39 -0.08
H 1.669347 2.918595 -1.147373 -0.02 -0.33 -0.40
H 0.149048 1.604765 -4.457023 0.00 -0.35 0.10
H -0.994746 0.306321 -3.972123 0.25 0.09 -0.18
H 0.768417 0.008590 -3.894651 -0.23 0.19 -0.10
H -2.216825 -3.394741 3.749995 0.16 0.18 -0.02
H -2.669194 -1.865158 2.984400 0.17 -0.17 0.16
H -1.465050 -1.860038 4.284121 -0.08 -0.16 -0.17
H 0.842363 -3.839114 3.958127 -0.22 0.19 -0.21
H 0.997654 -2.077490 4.103911 -0.10 -0.06 -0.08
H 1.905894 -2.934960 2.869215 -0.18 -0.09 0.04
H -1.298829 -4.945991 2.394276 0.24 0.11 -0.11
H 0.245298 -4.899127 1.484911 -0.19 0.10 0.14
H -1.267746 -4.435760 0.695340 0.17 -0.05 0.32
C -5.021631 -3.012307 0.134671 -1.99 -0.42 -0.37
C -5.309358 -4.303938 -0.405152 1.07 0.51 0.08
C -6.601115 -4.811879 -0.428405 -0.57 0.72 0.39
C -7.675948 -4.033783 0.061168 0.58 -0.16 -0.10
C -7.426460 -2.763501 0.568386 0.81 0.27 -0.08
C -6.107816 -2.243887 0.582996 0.27 0.36 0.30
S -3.270341 -2.536636 0.231138 0.15 1.33 -0.05
H -3.036085 -1.077268 0.349769 -3.00 -2.18 -0.02
H -4.500986 -4.901615 -0.819069 -0.09 -0.01 0.09
H -6.802843 -5.808527 -0.821692 0.23 0.31 0.04
H -8.694925 -4.421733 0.030561 0.33 0.08 0.05
H -8.234056 -2.143907 0.972041 0.34 -0.25 -0.28
H -5.939211 -1.216315 0.939224 -0.16 -0.57 -0.03
C 2.086987 1.454468 2.100728 0.74 -0.21 0.58
C 0.755754 1.711541 1.510672 -1.19 1.48 -0.54
N 0.419985 2.995320 1.335759 0.29 -1.53 0.20
O -0.081830 0.816638 1.156524 0.59 -0.06 0.43
H 2.325249 2.258915 2.825253 -0.05 -0.49 -0.36
H 2.887767 1.473510 1.330400 -0.55 -0.07 0.30
H 2.108113 0.490357 2.631668 0.00 0.35 -0.29
H -0.478954 3.264201 0.958722 0.09 0.02 0.08
H 1.060252 3.684981 1.678753 0.00 0.55 0.01
```
Forces are in eV/Å.

The total charge is +3. Its spin multiplicity is 3. As for the total energy: -76667.2557 eV. Its highest occupied orbital energy (alpha / beta) is -16.60 / -16.60 eV. The HOMO-LUMO gap (alpha / beta) comes out at 6.72 / 7.26 eV.



(2)
C19H42NOP3SV as an isolated structure. Source: OMol25; level of theory: wB97M-V/def2-TZVPD.

Geometry as XYZ:
```
68
Properties=species:S:1:pos:R:3:forces:R:3
V -0.089941 0.404020 0.905967 2.28 -5.08 1.73
P -0.765669 2.073060 2.370010 -0.86 2.77 1.64
P -2.334511 -0.408919 0.427319 -1.80 -0.34 -0.99
P 2.293226 1.197266 0.777992 1.37 0.90 -0.47
H -0.039562 -2.528260 -8.271667 0.31 -0.08 0.01
C 0.988151 -2.752409 -7.975885 0.26 -1.06 0.61
C 1.327704 -3.972135 -7.499818 -0.34 1.15 -0.30
H 0.582343 -4.764293 -7.391455 0.26 0.22 -0.11
C -1.198294 3.578956 1.417404 0.09 -0.19 -0.06
C -2.227350 1.882902 3.455736 -0.25 -0.47 -0.08
C 0.432959 2.676340 3.617906 0.31 -0.21 -0.07
C -2.420420 -1.919449 -0.605057 0.36 -0.07 -0.10
C -3.516132 -0.840145 1.755675 0.25 0.04 0.49
C -3.163974 0.870315 -0.591307 0.19 0.03 0.05
C 3.402624 0.305448 -0.376568 -0.26 -0.21 -0.11
C 3.355651 1.234519 2.272707 -0.39 -0.13 0.26
C 2.269884 2.907425 0.119712 -0.09 -0.14 0.03
H 1.733311 -1.962618 -8.094525 -0.19 -0.25 -0.06
H 2.358353 -4.207251 -7.222934 -0.33 0.05 -0.13
H -1.472085 4.374283 2.124225 0.06 -0.16 -0.22
H -2.047063 3.357855 0.756476 0.23 0.16 0.16
H -0.343008 3.895609 0.807612 -0.28 0.01 0.14
H -2.292756 2.762142 4.113785 0.11 -0.22 -0.28
H -2.125975 0.981608 4.076265 -0.13 0.36 -0.15
H -3.146870 1.823211 2.861261 0.18 -0.02 0.18
H -0.070591 3.403939 4.271913 0.12 -0.21 -0.27
H 1.295563 3.159545 3.143655 -0.22 -0.09 0.16
H 0.781982 1.832099 4.228788 -0.04 0.29 -0.10
H -3.455407 -2.285910 -0.646088 0.22 0.23 0.05
H -1.777979 -2.691565 -0.159667 -0.27 0.11 -0.12
H -2.063055 -1.714409 -1.622099 -0.14 -0.04 0.25
H -4.504170 -0.411325 1.539452 0.28 -0.06 0.00
H -3.159346 -0.470028 2.724337 -0.31 -0.20 -0.23
H -3.610697 -1.933248 1.797634 0.07 0.30 0.05
H -4.001760 0.411569 -1.134319 0.16 0.18 0.18
H -2.428667 1.274394 -1.301360 -0.37 -0.08 0.09
H -3.531828 1.683785 0.049911 0.04 -0.22 -0.23
H 4.394791 0.776199 -0.385443 -0.29 0.03 0.10
H 2.995876 0.305059 -1.396405 0.15 0.00 0.27
H 3.512589 -0.731114 -0.028428 0.00 0.25 -0.15
H 4.217292 1.901425 2.113397 -0.33 -0.18 -0.11
H 3.725077 0.216178 2.454169 -0.12 0.27 0.03
H 2.786638 1.578787 3.142594 0.33 -0.14 -0.15
H 3.266612 3.162844 -0.265386 -0.28 0.02 0.14
H 1.982016 3.613731 0.909919 0.13 -0.11 -0.26
H 1.529761 2.953643 -0.691985 0.31 0.14 0.17
C 0.558152 -1.166163 -2.162989 0.31 -0.29 0.80
C 0.454391 0.122908 -2.712207 -0.38 1.05 -0.80
C 0.237292 0.300357 -4.071885 0.18 0.83 0.99
C 0.160755 -0.794532 -4.933233 -0.06 -0.28 -0.12
C 0.315190 -2.079745 -4.400288 0.06 -0.81 0.54
C 0.535652 -2.278905 -3.043573 -0.05 -0.29 -0.68
S 0.753330 -1.453046 -0.472255 -0.41 0.45 -0.49
H -0.304193 1.261685 -0.283908 -0.21 1.22 -1.24
H 0.538054 0.987372 -2.050507 -0.05 -0.24 -0.35
H 0.135484 1.312888 -4.457922 0.06 -0.22 0.02
H -0.008403 -0.650659 -6.005887 0.09 -0.13 0.42
H 0.257464 -2.940850 -5.058850 0.10 0.12 0.00
H 0.682557 -3.275613 -2.629602 -0.11 0.16 -0.21
C -0.539232 -1.160066 4.828653 0.04 -0.12 0.11
C 0.429515 -1.743119 3.841450 0.69 -0.96 0.70
N 1.216776 -2.735449 4.285364 -0.44 0.53 -0.63
O 0.540862 -1.357514 2.664382 -0.48 1.40 -1.42
H -0.494240 -1.697868 5.774109 -0.09 0.10 0.02
H -1.557033 -1.241653 4.440749 0.10 0.05 -0.02
H -0.294877 -0.112019 5.026736 -0.04 -0.14 -0.09
H 1.858917 -3.193591 3.637219 -0.30 0.17 0.43
H 1.078314 -3.109519 5.209027 0.20 -0.14 0.03
```
Forces are in eV/Å.

The total charge is +3. Its spin multiplicity is 3. As for the total energy: -88283.8954 eV. Its highest occupied orbital energy (alpha / beta) is -15.59 / -15.57 eV. The HOMO-LUMO gap (alpha / beta) comes out at 3.87 / 3.51 eV.



(3)
C19H43AuN2O3PS2SbSi3 as an isolated structure. Source: OMol25; level of theory: wB97M-V/def2-TZVPD.

Geometry as XYZ:
```
75
Properties=species:S:1:pos:R:3:forces:R:3
Au 0.204040 -1.678179 -0.734423 0.25 -0.06 0.00
C 5.380234 -4.058478 1.195679 -0.02 0.02 -0.01
C 4.977938 -2.622022 1.428602 -0.01 -0.04 -0.02
O 3.586312 -2.506528 1.862939 0.03 0.09 -0.07
P 2.361970 -2.757380 0.911483 -0.10 -0.02 0.07
S 2.566101 -2.060946 -0.961179 -0.26 0.01 0.14
S 0.771083 -1.817232 1.740014 0.04 -0.06 -0.09
O 2.135618 -4.308913 0.807876 0.04 -0.01 0.01
C 1.846370 -5.110651 1.994148 -0.02 -0.04 0.01
C 1.885797 -6.559854 1.584904 0.00 0.03 -0.01
H 6.442340 -4.095482 0.952770 0.00 0.00 0.00
H 4.827614 -4.499640 0.365862 0.01 0.00 0.00
H 5.214801 -4.656426 2.091688 0.01 -0.01 0.00
H 5.096275 -2.013225 0.530417 0.01 0.01 0.01
H 5.540418 -2.166418 2.238939 0.00 0.00 0.00
H 0.862023 -4.814182 2.358418 0.00 0.00 0.00
H 2.592866 -4.882917 2.756341 0.00 0.01 0.00
H 1.152827 -6.757791 0.804425 0.00 -0.01 0.00
H 1.652296 -7.184288 2.446985 0.00 0.00 0.00
H 2.874131 -6.832411 1.217149 0.00 0.00 0.00
N -6.652706 -0.016772 -0.075133 -0.04 -0.06 0.02
C -5.933469 -0.444945 -1.177168 0.07 0.28 -0.06
O -6.402409 -0.366132 -2.303853 -0.03 -0.11 0.02
C -4.557502 -0.876937 -0.943135 0.00 -0.09 0.03
C -3.835564 -0.671062 0.259592 -0.04 0.00 0.00
C -2.515621 -0.985992 0.341276 0.04 0.02 0.02
N -1.819203 -1.543213 -0.712296 0.03 -0.04 -0.06
C -2.534709 -1.818220 -1.869980 -0.04 0.02 0.00
C -3.842714 -1.497160 -2.006627 0.01 -0.01 -0.01
H -7.626908 0.147794 -0.276788 0.00 0.00 0.00
H -6.477409 -0.464826 0.808874 -0.01 -0.01 0.00
H -4.312255 -0.241172 1.131556 0.02 0.00 0.02
H -1.958514 -0.847558 1.257777 -0.01 -0.06 -0.06
H -1.991461 -2.323751 -2.657992 0.01 -0.01 0.00
H -4.363487 -1.716683 -2.928202 0.01 -0.01 -0.01
C 3.297282 1.370818 1.121102 0.02 0.03 -0.03
Si 2.474983 2.154363 -0.352387 -0.06 0.00 -0.03
C 2.562032 4.017795 -0.309455 0.00 0.00 -0.01
C 3.095873 1.517542 -1.989376 0.02 0.02 0.00
Sb -0.042979 1.568589 -0.256451 0.04 0.06 -0.05
Si -1.164773 2.044560 -2.552364 -0.01 0.01 0.05
C -2.993618 2.054418 -2.267340 0.00 0.01 -0.04
C -0.567366 0.701006 -3.692103 -0.01 0.00 0.02
C -0.477055 3.711409 -3.035831 0.00 -0.01 0.00
Si -1.204542 2.492633 1.866068 0.01 -0.03 -0.02
C -1.070558 1.146780 3.145965 -0.03 0.01 0.04
C -0.238312 4.012204 2.353257 0.01 -0.04 0.02
C -2.956765 2.915818 1.416597 0.01 -0.02 -0.02
H 4.366599 1.599177 1.099134 0.00 -0.01 0.02
H 3.175830 0.288097 1.112515 -0.01 -0.04 0.01
H 2.892105 1.754458 2.059081 0.00 0.00 0.00
H 3.606198 4.322982 -0.423472 0.00 0.00 0.00
H 2.194320 4.434569 0.627727 -0.01 -0.01 0.02
H 1.996753 4.463137 -1.130067 0.00 0.01 0.01
H 4.165714 1.727926 -2.072689 0.01 0.00 -0.01
H 2.597644 2.022092 -2.819409 0.00 0.00 -0.01
H 2.956958 0.442708 -2.098597 0.00 0.03 0.01
H -3.337270 1.138957 -1.784408 0.02 0.01 -0.01
H -3.505915 2.124290 -3.231267 -0.02 0.01 0.00
H -3.302677 2.906332 -1.660194 0.01 0.01 0.00
H -0.950881 -0.272432 -3.384257 0.00 0.01 0.00
H 0.522477 0.660597 -3.733989 0.01 -0.01 0.00
H -0.936803 0.894503 -4.702793 0.00 0.01 0.00
H -0.700851 4.481236 -2.295876 -0.01 0.00 0.01
H -0.928235 4.022662 -3.982128 0.00 0.00 -0.01
H 0.603971 3.673196 -3.181443 0.00 0.01 -0.01
H -0.042727 0.804800 3.276143 0.02 0.03 0.00
H -1.684645 0.282992 2.889373 0.00 0.05 0.06
H -1.422911 1.530734 4.107182 0.00 0.00 0.01
H 0.767302 3.766539 2.697844 0.01 -0.01 -0.01
H -0.761356 4.502401 3.179315 0.01 0.01 0.01
H -0.161817 4.731429 1.536975 -0.02 0.01 0.00
H -3.465003 2.100351 0.900611 0.00 -0.01 0.02
H -3.004213 3.805202 0.786425 0.01 0.01 0.00
H -3.501893 3.132695 2.339673 -0.04 0.00 -0.02
```
Forces are in eV/Å.

The total charge is +1. Its spin multiplicity is 4. As for the total energy: -94343.9874 eV. Its highest occupied orbital energy (alpha / beta) is -7.78 / -11.12 eV. The HOMO-LUMO gap (alpha / beta) comes out at 5.86 / 5.69 eV.



Record order is preserved below.
Max |F|: 3.71 5.83 0.30 eV/A